Record 1
Density functional theory data (ωB97M-V with the def2-TZVPD basis set) for C23H50F4N2O8PSi2 as an isolated structure at a distorted geometry.

E_LUMO: -0.2975 Ha
HOMO-LUMO gap: 0.0997 hartree
maximum force: 0.2125 hartree/bohr
HOMO level: -10.81 eV

```
! RIJCOSX wB97M-V def2-TZVPD def2/J DEFGRID3
* xyz 1 1
C -6.903 4.974 -0.712
C -5.416 4.635 -0.039
O -5.418 4.656 1.432
P -3.821 4.966 2.083
O -4.065 5.476 3.593
C -2.746 3.368 2.271
C -2.364 2.656 0.845
Si -2.036 0.753 0.954
C -3.379 -0.246 1.903
C -4.829 0.505 2.060
N -5.297 1.257 0.831
O -1.658 0.173 -0.657
Si -3.064 -0.421 -1.520
C -2.563 -2.198 -2.192
O -1.394 -2.168 -3.084
C -0.120 -2.134 -2.292
O 0.565 -0.887 -2.713
C 1.442 -0.362 -1.656
C 1.420 1.307 -1.763
O 2.012 1.835 -0.509
C -3.578 0.602 -3.067
F -3.953 -0.341 -4.186
F -4.852 1.315 -2.721
C -2.476 1.704 -3.575
F -2.128 2.691 -2.522
F -1.323 0.956 -4.130
O -2.993 6.267 1.271
C -1.575 6.355 1.654
C -0.691 5.939 0.328
H -7.780 4.499 -0.099
H -6.984 6.137 -0.847
H -6.861 4.486 -1.799
H -5.130 3.562 -0.472
H -4.670 5.399 -0.533
H -3.310 2.679 3.034
H -1.710 3.649 2.795
H -1.336 3.150 0.493
H -3.121 2.842 -0.027
H -0.786 0.610 1.744
H -2.967 -0.404 3.012
H -3.552 -1.352 1.492
H -4.875 1.158 3.059
H -5.631 -0.361 2.238
H -6.004 0.655 0.318
H -5.848 2.094 1.135
H -4.260 -0.618 -0.714
H -3.514 -2.667 -2.739
H -2.375 -2.909 -1.257
H 0.530 -3.099 -2.507
H -0.340 -2.140 -1.120
H 1.108 -0.609 -0.561
H 2.534 -0.769 -1.866
H 1.979 1.703 -2.717
H 0.307 1.726 -1.846
H 1.546 2.688 -0.248
H -2.988 2.289 -4.481
H -1.288 5.783 2.634
H -1.357 7.510 1.855
H 0.118 5.116 0.523
H -0.258 6.905 -0.199
H -1.453 5.468 -0.459
C 6.440 -2.485 -0.287
C 5.188 -2.786 0.591
C 5.579 -3.083 2.072
C 6.045 -4.504 2.371
C 5.119 -5.539 1.740
C 4.926 -5.291 0.224
N 4.428 -3.902 -0.060
O 3.092 -3.828 0.371
C 6.277 -5.568 -0.494
C 3.979 -6.385 -0.362
C 4.417 -1.423 0.619
H 6.430 -3.042 -1.230
H 6.492 -1.435 -0.599
H 7.379 -2.714 0.233
H 4.712 -2.894 2.718
H 6.358 -2.384 2.403
H 7.074 -4.646 2.024
H 6.071 -4.658 3.456
H 5.532 -6.541 1.914
H 4.153 -5.521 2.261
H 6.189 -5.406 -1.572
H 6.592 -6.607 -0.344
H 7.102 -4.955 -0.130
H 2.993 -6.394 0.114
H 4.399 -7.387 -0.216
H 3.836 -6.243 -1.441
H 4.040 -1.149 -0.376
H 5.073 -0.611 0.957
H 3.568 -1.432 1.314
*
```

Record 2
Density functional theory data (ωB97M-V with the def2-TZVPD basis set) for one molecule with the formula C5H7N at a distorted geometry.

E_LUMO: 0.0394 Ha
structure (SMILES): Cc1ccc[nH]1
HOMO-LUMO gap: 0.3284 hartree
maximum force: 0.0349 hartree/bohr
HOMO level: -7.86 eV

```
! RIJCOSX wB97M-V def2-TZVPD def2/J DEFGRID3
* xyz 0 1
C 1.401 0.845 -0.069
C 0.250 1.588 -0.260
N -0.786 0.656 -0.329
C -0.330 -0.601 -0.052
C 1.049 -0.509 -0.021
C -1.175 -1.679 0.579
H 2.397 1.249 0.016
H 0.187 2.655 -0.330
H -1.730 0.957 -0.123
H 1.742 -1.310 0.174
H -2.089 -1.356 1.081
H -0.570 -2.135 1.359
H -1.483 -2.407 -0.173
*
```

Record 3
Density functional theory data (ωB97M-V with the def2-TZVPD basis set) for a 2-piece molecular cluster, C10H16 overall at a distorted geometry.

E_LUMO: 0.0383 Ha
structure (SMILES): CCc1ccccc1.CC
HOMO-LUMO gap: 0.3667 hartree
maximum force: 0.0579 hartree/bohr
HOMO level: -8.94 eV

```
! RIJCOSX wB97M-V def2-TZVPD def2/J DEFGRID3
* xyz 0 1
C 0.244 -2.081 1.506
C 0.947 -2.446 0.199
C 0.009 -0.553 1.460
C 1.172 0.212 1.245
C -1.275 -0.104 1.686
C 1.014 1.603 1.219
C -1.420 1.270 1.462
C -0.314 2.036 1.161
H -0.693 -2.634 1.485
H 0.773 -2.301 2.445
H 0.222 -2.419 -0.659
H 2.127 -0.227 1.485
H -2.108 -0.737 1.957
H 1.869 2.248 1.207
H -2.359 1.797 1.630
H -0.587 3.079 0.983
H 1.236 -3.495 0.092
H 1.803 -1.856 -0.085
C 0.331 1.251 -2.415
C -0.948 0.474 -2.669
H 0.771 1.576 -3.364
H 0.195 2.202 -1.910
H 0.938 0.585 -1.814
H -0.834 -0.623 -2.671
H -1.354 0.553 -3.686
H -1.759 0.591 -1.948
*
```